This record from the Open Molecules 2025 dataset describes a molecular structure, C15H56BNO24 at a distorted geometry. The level of theory is ωB97M-V/def2-TZVPD.

Geometry (Å):
N1 -2.556 -2.950 -1.841
H1 -3.054 2.144 3.614
O1 -0.325 4.540 2.198
C1 -4.329 -2.857 -3.667
C2 -3.341 -4.059 -1.131
O2 2.651 -0.338 4.465
H2 -3.661 -1.102 -5.569
O3 3.810 6.479 1.246
H3 -2.370 0.806 0.262
H4 -4.946 -3.709 -3.267
H5 -5.471 -3.345 -5.282
C3 -4.524 -2.988 -5.222
H6 -3.449 -4.834 -1.811
H7 -4.635 -1.831 -6.973
C4 -2.769 -2.937 -3.292
H8 -0.357 -2.759 -1.868
H9 0.282 5.159 1.657
O4 1.352 4.057 -0.701
H10 3.711 -0.165 1.361
H11 1.463 -3.787 2.756
H12 -1.073 4.942 1.925
H13 4.826 3.987 1.177
H14 2.433 -1.852 -1.653
O5 0.707 2.042 0.016
C5 -2.085 -0.331 -1.482
O6 4.166 2.762 4.234
H15 -1.493 -2.665 3.429
H16 3.247 5.726 4.280
O7 -1.497 -3.570 3.825
O8 3.926 5.014 -1.239
H17 4.967 2.234 4.316
O9 -3.286 -0.566 3.390
H18 1.192 1.147 -3.788
H19 5.015 -0.089 0.370
H20 1.620 1.866 -2.561
C6 -2.515 -4.495 0.100
H21 -2.304 -3.942 -3.593
H22 2.806 -0.443 5.417
H23 4.132 -2.065 -0.685
H24 4.160 6.130 1.928
H25 3.241 5.326 -1.739
O10 -2.867 2.522 2.737
H26 -2.116 -0.240 -2.435
H27 3.662 5.866 0.549
C7 1.386 3.136 0.100
H28 -1.880 2.085 2.570
O11 4.629 -0.306 1.284
H29 -3.437 -1.272 4.080
O12 4.189 5.682 3.852
C8 -4.468 -1.645 -5.913
H30 -3.958 -3.799 -5.643
H31 4.364 4.773 3.833
H32 1.493 -5.134 2.731
H33 1.638 5.688 -3.358
H34 1.393 5.439 -1.819
H35 1.760 0.025 4.363
H36 -5.397 -1.128 -5.450
H37 -3.975 -1.263 -1.448
O13 3.418 -2.653 -0.660
C9 -2.670 0.902 -0.687
H38 -2.477 -0.626 2.906
H39 2.874 -2.581 0.209
H40 6.073 3.082 1.860
C10 -2.941 -1.563 -1.169
O14 1.884 -1.411 -2.398
H41 -2.147 -2.095 -3.786
H42 -2.764 -1.852 -0.205
H43 -4.270 -3.701 -0.766
B1 1.064 1.179 1.111
C11 -1.147 -3.451 -1.500
H44 -2.312 1.726 -0.990
H45 -3.757 0.934 -0.498
O15 -0.065 0.754 1.899
H46 3.672 2.362 3.533
O16 1.466 -2.107 1.102
H47 1.380 -0.602 -2.075
O17 -0.914 -1.201 2.402
O18 1.760 -0.034 0.831
H48 -4.765 -1.875 -3.270
O19 0.980 -4.481 3.042
H49 -1.092 -4.265 -2.111
C12 1.169 -0.926 1.401
C13 0.016 -0.481 2.027
H50 -3.062 -4.118 1.065
H51 -0.992 -0.664 -1.269
H52 -0.787 -4.005 3.379
O20 0.985 1.188 -2.871
O21 1.996 2.113 1.903
O22 3.160 3.695 1.316
O23 5.896 3.795 1.392
H53 3.857 4.021 -1.403
H54 -2.640 -5.522 0.277
H55 -0.508 -4.852 0.061
C14 -1.097 -3.989 -0.073
C15 2.167 3.076 1.226
H56 -0.918 -2.965 0.670
O24 1.420 6.079 -2.512

Values from the calculation:
Total charge   0
Frontier orbital gap   7.486 eV
E_LUMO   -1.71 eV
E   -67766.853 eV
Strongest force on any atom   10.628 eV/A
Relative energy (zero: lowest compared OMol25 entry of this formula, charge and spin)   0.0 kcal per mole

Mulliken population analysis, charges in e, atoms 1 to 4: number 1, N, carries 0.57; number 2, H, carries 0.31; number 3, O, carries -0.50; number 4, C, carries -0.05